C55H80N4O19 | the ωB97M-V functional and the def2-TZVPD basis

frontier orbital gap	6.97	eV
E_HOMO	-7.30	eV
energy	-3790.50576	a.u.

Structure (XYZ):
```
158
Properties=species:S:1:pos:R:3:mulliken_charge:R:1
O 18.2202 9.2276 14.6881 -0.672
C 17.5251 10.1321 15.2130 -0.023
O 17.5806 10.6305 16.4564 -0.417
C 16.6262 11.6590 16.7103 -0.421
C 16.4579 12.2264 15.3273 1.668
C 16.4718 10.9362 14.4328 -0.231
H 16.9082 12.5622 17.2514 0.343
H 15.7597 11.1877 17.1740 0.434
H 17.1502 12.9959 14.9858 -0.484
H 15.4144 12.5392 15.2911 0.081
H 16.7288 11.2705 13.4277 -0.791
H 15.5651 10.3312 14.4315 0.848
O 19.3280 16.2499 10.5114 -0.317
C 19.8275 15.3853 9.7811 -0.028
O 21.2368 15.3052 9.5304 -0.469
C 21.5812 14.2130 8.7808 -0.955
C 20.2958 13.3799 8.5784 -0.833
C 19.1801 14.2534 9.1410 0.842
H 22.2702 13.5960 9.3576 0.295
H 21.8847 14.4846 7.7698 0.487
H 20.2435 12.4287 9.1081 0.171
H 20.2442 13.1530 7.5135 0.714
H 18.5889 13.6169 9.7994 -0.017
H 18.3826 14.5777 8.4725 -0.095
O 23.9328 14.8112 12.0362 -0.694
C 22.7960 15.0898 12.4494 0.289
O 21.6626 14.5129 12.0175 -0.396
C 20.5264 14.8511 12.7856 0.650
C 20.9385 16.2274 13.3275 -1.577
C 22.4210 16.0764 13.5467 -0.983
H 20.5317 14.2308 13.6819 -0.846
H 19.5746 14.8255 12.2550 0.926
H 20.3993 16.6566 14.1720 0.912
H 20.7465 17.0382 12.6249 0.580
H 22.5418 15.4806 14.4514 0.277
H 22.9912 16.9928 13.6986 0.452
O 19.8357 18.6186 13.4310 -0.634
C 19.0365 17.8009 13.1026 -0.776
O 18.3352 17.0126 13.9519 -0.443
C 17.6901 15.9994 13.2182 1.766
C 17.5525 16.5553 11.7869 0.014
C 18.6125 17.6525 11.7446 -0.585
H 16.8164 15.6248 13.7516 -0.804
H 18.4553 15.2352 13.3545 -0.318
H 16.5040 16.8042 11.6236 1.137
H 17.7295 15.8598 10.9665 0.268
H 18.2835 18.6155 11.3544 0.719
H 19.4990 17.3455 11.1896 0.004
O 15.4638 14.3129 19.2176 -0.702
C 15.6267 14.6010 17.9744 0.548
O 16.0215 13.7171 17.0759 -0.381
C 15.8555 14.3450 15.7716 0.260
C 15.7597 15.8600 15.8904 -0.424
C 15.2929 15.9591 17.3573 -0.555
H 15.0340 13.9052 15.2060 -0.236
H 16.7798 14.1585 15.2248 1.536
H 14.9714 16.2290 15.2343 0.168
H 16.6656 16.4347 15.6975 0.253
H 14.2080 16.0142 17.4469 -0.067
H 15.7845 16.7409 17.9361 0.457
O 13.9614 17.1442 5.9965 -0.665
C 14.5783 16.5602 6.8733 0.311
O 14.1361 15.5362 7.6290 -0.369
C 15.1470 14.9845 8.4282 0.876
C 16.3825 15.6318 7.8680 0.222
C 15.9403 16.9526 7.3754 -0.697
H 14.9250 13.9310 8.2582 0.048
H 14.8629 15.2008 9.4581 1.276
H 16.7968 15.1389 6.9885 0.666
H 17.1019 15.6364 8.6869 -0.216
H 16.4300 17.3117 6.4702 0.503
H 15.6469 17.7564 8.0506 0.015
O 20.6078 12.1465 10.5248 -0.366
C 20.3612 11.7502 11.6682 -0.452
O 21.2299 11.0507 12.2783 -0.332
C 20.7298 10.7076 13.5518 -1.608
C 19.2245 10.8200 13.5878 0.195
C 19.0596 11.8440 12.4830 1.631
H 21.2303 11.2392 14.3612 0.190
H 20.8769 9.6457 13.7487 0.566
H 18.9843 11.2144 14.5751 -0.450
H 18.8165 9.8285 13.3911 0.259
H 18.8346 12.8210 12.9108 0.862
H 18.2672 11.6388 11.7633 0.511
O 13.7468 13.9490 13.5779 -0.527
C 12.9393 14.8590 13.8850 0.640
O 12.4852 14.9334 15.1049 -0.470
C 12.0030 16.1724 15.4412 -0.267
C 11.6906 16.7794 14.0765 -1.099
C 12.2883 15.8873 13.0685 0.770
H 12.5859 16.7510 16.1578 0.060
H 11.1044 15.9426 16.0136 0.547
H 12.1974 17.7369 14.1967 0.380
H 10.6262 17.0048 14.1410 0.198
H 12.9488 16.4216 12.3856 0.013
H 11.6134 15.4713 12.3205 0.345
O 15.1359 12.4771 10.1997 -0.650
C 14.0711 12.8309 9.6963 -1.232
O 13.3909 13.8787 10.2620 -0.347
C 12.4348 14.4045 9.3635 -0.475
C 12.5782 13.5164 8.1716 -1.257
C 13.2884 12.2406 8.6326 0.191
H 12.5802 15.4404 9.0571 -0.084
H 11.4506 14.2358 9.8005 0.873
H 13.1480 14.0233 7.3928 0.223
H 11.5304 13.4035 7.8930 0.710
H 13.7666 11.7896 7.7631 -0.042
H 12.6294 11.4418 8.9729 0.475
N 19.4585 13.2542 16.9195 0.097
C 18.5928 14.1379 16.3198 -1.543
C 18.9377 14.1516 14.9901 0.994
C 19.9502 13.2136 14.8121 -0.562
C 20.2609 12.6532 16.0196 -1.104
H 19.5054 13.0081 17.8979 0.378
H 17.8936 14.6723 16.9459 0.978
H 18.4811 14.7052 14.1830 -0.110
H 20.5126 12.9502 13.9286 1.168
H 20.9442 11.8573 16.2769 0.443
N 15.0774 11.1753 11.3836 0.939
C 14.4477 9.9611 11.6242 -0.720
C 15.4216 9.1199 12.1843 -1.957
C 16.6451 9.7831 12.1724 -0.184
C 16.4115 11.0984 11.7454 0.059
H 14.6524 12.0386 11.0766 -0.127
H 13.4162 9.7402 11.3929 0.571
H 15.2871 8.1139 12.5536 0.490
H 17.5604 9.3566 12.5555 1.261
H 16.9806 12.0153 11.7874 -0.791
N 17.1294 13.7332 10.8414 0.759
C 17.9588 13.6835 11.8813 -1.137
C 17.2636 13.7348 13.1009 0.627
C 15.9321 13.9007 12.7960 -0.043
C 15.8666 13.9964 11.3567 -0.534
H 17.3147 13.5995 9.8576 -0.739
H 18.9843 13.4331 11.6534 0.546
H 17.5779 13.5649 14.1200 -1.567
H 15.1526 14.1669 13.4946 -0.630
H 15.0505 14.1711 10.6712 -0.100
N 15.2518 15.9320 11.1288 0.072
C 13.8942 16.0607 11.0800 -0.259
C 13.3696 17.0307 10.2953 -1.387
C 14.5136 17.6543 9.8218 -1.756
C 15.6277 17.0151 10.3440 -0.660
H 15.8841 15.2545 11.5304 0.856
H 13.3574 15.2353 11.5238 0.207
H 12.3363 17.1981 10.0294 0.676
H 14.5679 18.4771 9.1244 1.026
H 16.6508 17.3355 10.2131 -0.224
C 15.9336 11.3963 7.8805 -2.016
C 16.6411 12.7271 8.0901 2.645
O 16.5187 13.4346 9.0226 -0.384
C 17.5952 13.1436 7.0051 -1.668
H 15.2097 11.5605 7.0822 0.430
H 15.3552 11.0318 8.7294 0.235
H 16.7640 10.6912 7.8458 0.693
H 17.1224 13.8152 6.2886 0.518
H 18.1361 12.2891 6.5984 0.532
H 18.3064 13.7721 7.5412 0.125
```